The following is a DFT calculation (ωB97M-V/def2-TZVPD) of a molecular structure, C20H34CaCl3F6NO2S6SbSi.

⟨S²⟩: 0.76
E_LUMO (spin up / spin down): -0.5528 / -3.1025 eV
ΔE to the lowest compared entry with this formula, charge and spin: 33.29 kJ/mol
Highest occupied orbital energy (spin up / spin down): -0.257 / -0.257 hartree
2S+1: 2

CARTESIAN COORDINATES (ANGSTROEM)
Ca  -0.044  -0.992  -1.146
C  -4.774  -0.186  -1.530
C  -4.590  1.071  -0.688
S  -2.878  1.314  -0.160
C  -3.153  2.583  1.098
C  -1.827  3.045  1.712
S  -0.563  1.768  1.900
C  -1.100  0.828  3.344
C  -2.466  0.156  3.266
S  -2.706  -0.728  1.708
C  -4.476  -1.036  1.866
C  -4.977  -1.908  0.708
S  -4.094  -1.719  -0.858
H  -4.275  -0.075  -2.493
H  -5.840  -0.311  -1.728
H  -5.214  1.053  0.206
H  -4.879  1.948  -1.272
H  -3.831  2.166  1.845
H  -3.667  3.421  0.623
H  -2.022  3.562  2.652
H  -1.353  3.763  1.041
H  -1.074  1.459  4.234
H  -0.321  0.071  3.441
H  -3.279  0.873  3.394
H  -2.556  -0.590  4.061
H  -5.002  -0.081  1.926
H  -4.628  -1.545  2.821
H  -6.047  -1.754  0.561
H  -4.833  -2.958  0.962
C  4.651  -0.002  2.066
Si  4.875  1.244  0.684
C  6.042  0.615  -0.635
C  5.647  2.787  1.440
C  3.215  1.775  -0.040
C  2.828  3.101  -0.039
C  1.575  3.492  -0.523
C  0.719  2.499  -0.932
N  1.045  1.202  -0.924
C  2.292  0.828  -0.566
S  2.729  -0.839  -0.778
H  5.509  0.033  2.741
H  4.548  -1.013  1.675
H  3.752  0.217  2.647
H  7.032  0.426  -0.213
H  6.151  1.354  -1.433
H  5.665  -0.307  -1.076
H  6.582  2.513  1.936
H  5.001  3.247  2.191
H  5.886  3.542  0.687
H  3.504  3.859  0.340
H  1.280  4.531  -0.566
H  -0.277  2.728  -1.297
F  -1.842  -0.636  -2.563
Sb  -1.373  0.225  -4.272
F  -1.338  1.829  -3.275
F  0.387  -0.156  -3.648
F  -0.863  1.091  -5.842
F  -1.452  -1.449  -5.099
F  -3.227  0.473  -4.524
C  2.226  -2.909  -3.748
S  0.617  -3.310  -3.050
C  1.101  -4.640  -1.938
H  2.590  -3.744  -4.345
H  2.933  -2.655  -2.961
H  2.093  -2.036  -4.384
H  1.841  -4.288  -1.220
H  1.498  -5.479  -2.509
H  0.216  -4.953  -1.390
Cl  1.054  -4.732  2.000
C  0.255  -3.231  2.447
Cl  -1.340  -3.607  3.186
Cl  1.232  -2.361  3.627
C  -0.042  -2.363  1.181
O  -0.449  -2.968  0.171
O  0.102  -1.131  1.281



The following is a DFT calculation (ωB97M-V/def2-TZVPD) of 2 unconnected molecules or ions with the total composition C8H13N in a non-equilibrium geometry.

SMILES string: C#CC(C)(C)N.C#CC
E_LUMO: 0.6935 eV
ΔE to the lowest compared entry with this formula, charge and spin: 503.87 kJ/mol
Highest occupied orbital energy: -0.306 hartree

CARTESIAN COORDINATES (ANGSTROEM)
C  -0.824  1.301  -1.047
C  0.479  2.314  0.867
C  -0.249  1.071  0.353
N  -1.321  0.744  1.248
H  -0.972  0.630  2.196
H  0.897  2.131  1.856
H  -0.032  1.556  -1.749
H  -1.329  0.406  -1.403
H  -1.549  2.112  -1.007
H  -0.221  3.147  0.934
H  1.294  2.577  0.193
C  0.641  -2.518  -1.200
C  -0.206  -1.930  -0.149
C  -1.288  -1.990  0.444
C  0.806  -0.080  0.247
C  2.010  -0.269  0.280
H  1.606  -2.791  -0.769
H  0.159  -3.391  -1.639
H  0.837  -1.784  -1.982
H  -1.739  -0.167  0.968
H  -2.020  -2.497  1.024
H  3.021  -0.573  0.335



The following is a DFT calculation (ωB97M-V/def2-TZVPD) of 2 unconnected molecules or ions with the total composition C3H11N2OS in a non-equilibrium geometry.

Charge: -1
E_LUMO: 4.0154 eV
ΔE to the lowest compared entry with this formula, charge and spin: 130.66 kJ/mol
Highest occupied orbital energy: -0.104 hartree

CARTESIAN COORDINATES (ANGSTROEM)
C  -1.786  0.095  0.170
C  -1.693  -0.595  -1.142
S  -0.789  0.533  -2.412
N  -0.686  -0.473  1.013
C  0.160  0.393  1.835
N  1.567  0.646  1.346
H  -2.680  -0.118  0.812
H  -1.712  1.210  0.241
H  -0.974  -1.405  -1.307
H  -2.660  -0.929  -1.550
H  -0.098  -1.119  0.515
H  -0.301  1.395  1.846
H  0.312  -0.140  2.786
H  1.440  1.270  0.557
H  1.942  -0.253  1.065
H  2.837  0.315  -1.399
H  2.090  -0.486  -2.293
O  3.033  -0.338  -2.082



The following is a DFT calculation (ωB97M-V/def2-TZVPD) of C3H5N3 in the gas phase in a non-equilibrium geometry.

SMILES string: Nc1cc[nH]n1
E_LUMO: 1.0588 eV
ΔE to the lowest compared entry with this formula, charge and spin: 273.06 kJ/mol
Highest occupied orbital energy: -0.324 hartree

CARTESIAN COORDINATES (ANGSTROEM)
C  -0.528  0.349  0.164
C  -0.406  -1.005  -0.052
C  0.898  -1.312  -0.236
H  -1.871  2.021  0.587
H  -2.613  0.334  0.287
H  -1.327  -1.560  -0.577
H  1.319  -2.432  -0.337
H  2.545  -0.199  0.427
N  -1.797  1.002  0.034
N  1.554  -0.054  -0.115
N  0.552  1.001  0.133



The following is a DFT calculation (ωB97M-V/def2-TZVPD) of a molecular structure, C23H7Cl64IO4 in a non-equilibrium geometry.

E_LUMO: -0.7240 eV
ΔE to the lowest compared entry with this formula, charge and spin: 64.30 kJ/mol
Highest occupied orbital energy: -0.346 hartree

CARTESIAN COORDINATES (ANGSTROEM)
C  -1.393  -2.986  2.088
C  -1.822  -3.230  0.627
C  -3.122  -4.052  0.469
I  -2.635  -6.075  1.154
C  -4.289  -3.509  1.279
C  -4.547  -2.203  1.386
O  -3.905  -1.170  0.853
C  -5.777  -2.059  2.291
O  -6.053  -1.073  2.827
O  -6.400  -3.270  2.345
C  -5.379  -4.207  2.089
O  -5.509  -5.293  2.455
H  -1.957  -2.167  2.558
H  -0.332  -2.688  2.083
H  -1.459  -3.876  2.728
H  -1.004  -3.768  0.127
H  -1.880  -2.247  0.134
H  -3.361  -4.181  -0.592
H  -3.959  -1.187  -0.116
C  -2.450  -0.549  -3.441
Cl  -3.848  -0.898  -2.408
Cl  -0.963  -0.846  -2.527
Cl  -2.489  -1.593  -4.866
Cl  -2.518  1.141  -3.947
C  -7.091  -4.894  -1.833
Cl  -8.273  -6.051  -1.214
Cl  -6.133  -5.653  -3.113
Cl  -7.925  -3.477  -2.476
Cl  -6.014  -4.375  -0.519
C  -3.221  -3.227  5.617
Cl  -2.063  -1.992  5.102
Cl  -4.401  -2.508  6.718
Cl  -4.077  -3.880  4.203
Cl  -2.361  -4.537  6.434
C  -0.642  2.769  -0.796
Cl  -1.880  1.647  -0.206
Cl  0.300  1.997  -2.083
Cl  -1.425  4.223  -1.433
Cl  0.433  3.208  0.535
C  -1.712  -2.576  -9.010
Cl  -2.664  -3.103  -7.612
Cl  -2.700  -2.695  -10.472
Cl  -1.204  -0.898  -8.775
Cl  -0.285  -3.608  -9.175
C  -7.944  -4.659  7.977
Cl  -7.408  -4.785  6.296
Cl  -6.540  -4.719  9.057
Cl  -8.800  -3.128  8.207
Cl  -9.031  -6.005  8.351
C  -7.354  0.946  -0.791
Cl  -7.974  0.851  0.859
Cl  -5.685  1.526  -0.765
Cl  -7.392  -0.660  -1.539
Cl  -8.356  2.057  -1.738
C  2.718  4.249  3.530
Cl  1.482  3.125  4.117
Cl  3.657  3.476  2.244
Cl  1.939  5.707  2.897
Cl  3.796  4.688  4.862
C  -4.386  4.831  -5.270
Cl  -5.739  5.903  -4.883
Cl  -3.319  4.697  -3.863
Cl  -5.005  3.229  -5.694
Cl  -3.479  5.494  -6.636
C  3.829  -4.413  -9.504
Cl  3.801  -2.671  -9.811
Cl  2.300  -5.128  -10.036
Cl  5.166  -5.149  -10.398
Cl  4.044  -4.704  -7.773
C  6.656  4.419  -0.187
Cl  5.687  5.425  -1.270
Cl  6.707  5.178  1.407
Cl  5.929  2.811  -0.057
Cl  8.303  4.257  -0.863
C  -12.213  -1.032  6.959
Cl  -13.387  -2.200  7.579
Cl  -11.229  -1.794  5.703
Cl  -13.067  0.359  6.277
Cl  -11.167  -0.489  8.281
C  11.194  4.616  -4.281
Cl  12.830  4.712  -3.621
Cl  11.045  3.164  -5.281
Cl  10.027  4.535  -2.948
Cl  10.865  6.047  -5.266
C  9.974  3.015  3.352
Cl  9.112  3.911  4.614
Cl  11.711  3.313  3.500
Cl  9.651  1.285  3.533
Cl  9.418  3.558  1.763
C  13.827  0.870  -2.323
Cl  12.513  1.977  -1.904
Cl  14.919  0.702  -0.941
Cl  13.155  -0.712  -2.740
Cl  14.722  1.513  -3.707
C  11.778  7.484  4.648
Cl  12.960  8.690  4.122
Cl  10.693  8.204  5.845
Cl  10.836  6.936  3.253
Cl  12.622  6.107  5.371



The following is a DFT calculation (ωB97M-V/def2-TZVPD) of a gas-phase ion, C4H10NO (charge -1).

Charge: -1
SMILES string: CN[C@@H](C)C[O-]
E_LUMO: 3.9609 eV
ΔE to the lowest compared entry with this formula, charge and spin: 63.24 kJ/mol
Highest occupied orbital energy: -0.079 hartree

CARTESIAN COORDINATES (ANGSTROEM)
C  2.441  0.198  0.241
N  1.099  -0.016  0.762
C  -0.065  -0.483  -1.418
C  -0.049  0.277  -0.082
C  -1.372  0.001  0.681
O  -2.475  0.205  -0.042
H  2.405  0.612  -0.768
H  3.016  -0.729  0.128
H  2.998  0.895  0.866
H  1.015  -0.902  1.240
H  -0.961  -0.188  -1.959
H  0.778  -0.136  -2.033
H  0.059  -1.569  -1.321
H  0.021  1.344  -0.347
H  -1.224  -1.074  1.036
H  -1.320  0.613  1.621



The following is a DFT calculation (ωB97M-V/def2-TZVPD) of 10 unconnected molecules or ions with the total composition H21O10 in a non-equilibrium geometry.

Charge: +1
E_LUMO: -3.1294 eV
ΔE to the lowest compared entry with this formula, charge and spin: 274.44 kJ/mol
Highest occupied orbital energy: -0.511 hartree

CARTESIAN COORDINATES (ANGSTROEM)
O  2.455  1.193  -0.119
H  1.984  1.898  -0.610
H  2.338  1.613  3.261
O  -1.100  2.168  1.276
H  -1.406  1.293  1.536
H  -1.266  2.810  1.888
O  -0.053  1.369  -2.977
H  -0.453  1.855  -2.249
H  -0.003  1.974  -3.686
O  -2.472  1.119  -0.966
H  -2.087  1.663  -0.201
H  -2.843  0.346  -0.476
O  1.830  -0.755  1.728
H  2.700  -1.063  1.651
H  1.298  -1.387  0.919
O  0.609  -1.239  -2.742
H  1.490  -0.795  -2.733
H  0.107  -0.359  -2.896
O  -3.067  -2.006  -0.399
H  -2.374  -1.755  -0.968
H  -3.972  -1.775  -0.358
O  1.115  -2.597  0.049
H  0.173  -2.775  0.328
H  3.416  1.534  0.004
O  2.385  1.728  2.292
H  1.854  0.135  1.426
O  -1.799  -1.275  1.658
H  -1.914  -1.871  0.918
H  1.122  -2.264  -0.835
H  2.419  2.818  2.160
H  -1.799  -1.544  2.529



What did the first record say?
The following is a DFT calculation (ωB97M-V/def2-TZVPD) of a molecular structure, C20H34CaCl3F6NO2S6SbSi.

⟨S²⟩: 0.76
E_LUMO (spin up / spin down): -0.5528 / -3.1025 eV
ΔE to the lowest compared entry with this formula, charge and spin: 33.29 kJ/mol
Highest occupied orbital energy (spin up / spin down): -0.257 / -0.257 hartree
2S+1: 2

CARTESIAN COORDINATES (ANGSTROEM)
Ca  -0.044  -0.992  -1.146
C  -4.774  -0.186  -1.530
C  -4.590  1.071  -0.688
S  -2.878  1.314  -0.160
C  -3.153  2.583  1.098
C  -1.827  3.045  1.712
S  -0.563  1.768  1.900
C  -1.100  0.828  3.344
C  -2.466  0.156  3.266
S  -2.706  -0.728  1.708
C  -4.476  -1.036  1.866
C  -4.977  -1.908  0.708
S  -4.094  -1.719  -0.858
H  -4.275  -0.075  -2.493
H  -5.840  -0.311  -1.728
H  -5.214  1.053  0.206
H  -4.879  1.948  -1.272
H  -3.831  2.166  1.845
H  -3.667  3.421  0.623
H  -2.022  3.562  2.652
H  -1.353  3.763  1.041
H  -1.074  1.459  4.234
H  -0.321  0.071  3.441
H  -3.279  0.873  3.394
H  -2.556  -0.590  4.061
H  -5.002  -0.081  1.926
H  -4.628  -1.545  2.821
H  -6.047  -1.754  0.561
H  -4.833  -2.958  0.962
C  4.651  -0.002  2.066
Si  4.875  1.244  0.684
C  6.042  0.615  -0.635
C  5.647  2.787  1.440
C  3.215  1.775  -0.040
C  2.828  3.101  -0.039
C  1.575  3.492  -0.523
C  0.719  2.499  -0.932
N  1.045  1.202  -0.924
C  2.292  0.828  -0.566
S  2.729  -0.839  -0.778
H  5.509  0.033  2.741
H  4.548  -1.013  1.675
H  3.752  0.217  2.647
H  7.032  0.426  -0.213
H  6.151  1.354  -1.433
H  5.665  -0.307  -1.076
H  6.582  2.513  1.936
H  5.001  3.247  2.191
H  5.886  3.542  0.687
H  3.504  3.859  0.340
H  1.280  4.531  -0.566
H  -0.277  2.728  -1.297
F  -1.842  -0.636  -2.563
Sb  -1.373  0.225  -4.272
F  -1.338  1.829  -3.275
F  0.387  -0.156  -3.648
F  -0.863  1.091  -5.842
F  -1.452  -1.449  -5.099
F  -3.227  0.473  -4.524
C  2.226  -2.909  -3.748
S  0.617  -3.310  -3.050
C  1.101  -4.640  -1.938
H  2.590  -3.744  -4.345
H  2.933  -2.655  -2.961
H  2.093  -2.036  -4.384
H  1.841  -4.288  -1.220
H  1.498  -5.479  -2.509
H  0.216  -4.953  -1.390
Cl  1.054  -4.732  2.000
C  0.255  -3.231  2.447
Cl  -1.340  -3.607  3.186
Cl  1.232  -2.361  3.627
C  -0.042  -2.363  1.181
O  -0.449  -2.968  0.171
O  0.102  -1.131  1.281